No. 1
The following is a DFT calculation (wB97M-V/def2-TZVPD) of C36H47GeNO3PSi2Ta as an isolated structure.

Geometry as XYZ:
```
92
Properties=species:S:1:pos:R:3:lowdin_charge:R:1
Ta 0.42 1.10 -0.27 1.295
C -0.42 -0.51 -0.27 -0.457
Ge -0.36 -2.27 0.44 0.855
C 1.49 -2.81 0.83 -0.288
C 2.26 -3.40 -0.16 -0.105
C 3.61 -3.67 0.04 -0.093
C 4.20 -3.36 1.26 -0.097
C 3.44 -2.77 2.27 -0.096
C 2.10 -2.50 2.05 -0.136
C -1.33 -2.39 2.16 -0.269
C -2.46 -1.61 2.38 -0.122
C -3.20 -1.72 3.55 -0.102
C -2.82 -2.63 4.53 -0.102
C -1.69 -3.42 4.32 -0.089
C -0.96 -3.30 3.15 -0.113
C -1.14 -3.61 -0.76 -0.277
C -1.87 -3.23 -1.88 -0.102
C -2.45 -4.18 -2.71 -0.087
C -2.30 -5.53 -2.44 -0.097
C -1.57 -5.93 -1.32 -0.093
C -0.99 -4.98 -0.49 -0.114
H 1.82 -3.64 -1.12 0.108
H 4.20 -4.12 -0.75 0.107
H 5.25 -3.57 1.42 0.102
H 3.90 -2.54 3.22 0.101
H 1.51 -2.04 2.84 0.087
H -2.78 -0.90 1.62 0.075
H -4.09 -1.11 3.69 0.104
H -3.40 -2.73 5.44 0.101
H -1.39 -4.14 5.08 0.102
H -0.08 -3.93 3.01 0.097
H -1.99 -2.18 -2.10 0.067
H -3.02 -3.86 -3.58 0.101
H -2.74 -6.27 -3.09 0.099
H -1.44 -6.98 -1.11 0.099
H -0.42 -5.30 0.37 0.100
N 7.17 -0.43 -3.46 0.147
C 6.13 -0.20 -3.04 -0.189
C 4.83 0.09 -2.51 -0.239
C 4.43 -0.47 -1.29 -0.032
C 3.18 -0.19 -0.78 -0.144
C 2.27 0.66 -1.43 -0.242
C 2.70 1.20 -2.65 -0.123
C 3.94 0.92 -3.19 -0.031
H 5.10 -1.14 -0.76 0.112
H 2.90 -0.68 0.15 0.067
H 2.05 1.86 -3.22 0.064
H 4.24 1.35 -4.14 0.118
C -0.32 0.14 4.68 -0.057
O 0.66 0.44 3.66 -0.298
P 0.26 1.38 2.44 0.777
O 1.66 1.31 1.61 -0.486
C 3.02 1.30 2.14 -0.026
O 0.27 2.83 3.13 -0.300
C -0.75 3.79 2.79 -0.101
H 0.23 -0.32 5.50 0.098
H -1.06 -0.55 4.29 0.051
H -0.79 1.06 5.04 0.089
H 3.68 1.59 1.33 0.093
H 3.25 0.30 2.48 0.084
H 3.07 2.01 2.96 0.096
H -1.25 4.09 3.71 0.090
H -1.47 3.37 2.09 0.049
H -0.27 4.66 2.34 0.090
C -0.35 2.81 -4.07 -0.187
Si -0.32 3.73 -2.43 0.378
C -1.27 5.33 -2.68 -0.188
C 1.39 4.33 -1.90 -0.192
C -1.01 2.62 -1.08 -0.519
Si -2.79 2.09 -1.23 0.375
C -3.43 1.68 0.50 -0.193
C -2.99 0.68 -2.43 -0.179
C -3.95 3.46 -1.84 -0.195
H 0.34 3.26 -4.80 0.034
H -1.35 2.89 -4.49 0.028
H -0.12 1.75 -3.98 0.024
H -0.66 6.01 -3.28 0.034
H -1.47 5.84 -1.73 0.033
H -2.23 5.20 -3.19 0.014
H 1.94 4.77 -2.74 0.037
H 2.04 3.57 -1.46 -0.002
H 1.25 5.13 -1.15 0.030
H -0.96 3.31 -0.20 -0.007
H -2.69 1.11 1.06 -0.027
H -4.36 1.10 0.46 0.036
H -3.65 2.60 1.05 0.026
H -2.27 -0.12 -2.23 -0.022
H -2.85 1.02 -3.46 0.026
H -4.00 0.26 -2.36 0.037
H -3.79 4.40 -1.31 0.027
H -4.98 3.15 -1.66 0.030
H -3.85 3.65 -2.91 0.021
```

Highest occupied orbital energy = -7.69 eV
LUMO = -0.3 eV
E = -128838.467 eV
2S+1 = 1

***

No. 2
The following is a DFT calculation (wB97M-V/def2-TZVPD) of a 8-piece molecular cluster, C36H47O26 overall.

Geometry as XYZ:
```
109
Properties=species:S:1:pos:R:3:lowdin_charge:R:1
C 3.65 -2.36 0.23 -0.003
C 3.43 -1.81 -1.06 -0.144
C 2.28 -0.71 -1.23 -0.128
C 0.85 -1.20 -0.69 -0.023
C 0.21 -2.39 -1.13 0.069
C 0.64 -3.52 -2.16 -0.518
O 0.48 -4.76 -1.84 -0.077
O 1.14 -3.27 -3.43 -0.193
C -1.17 -2.33 -0.33 -0.309
O -2.16 -2.93 -0.79 0.089
O -1.00 -1.52 0.83 0.037
C -0.10 -0.48 0.37 -0.280
O -0.17 0.70 0.77 0.066
H 4.10 -3.41 0.33 0.060
H 3.31 -1.73 1.14 0.014
H 4.01 -2.13 -2.00 0.098
H 2.24 -0.44 -2.35 0.107
H 2.50 0.28 -0.68 0.117
C 1.79 -2.50 6.15 -0.016
C 2.94 -2.02 5.30 -0.334
C 3.40 -0.63 5.62 -0.102
O 3.97 -0.21 4.39 0.064
C 3.32 -0.89 3.41 -0.499
O 3.42 -0.65 2.24 0.115
O 2.55 -1.88 3.93 0.105
H 1.33 -3.38 5.70 0.088
H 2.13 -2.76 7.16 0.090
H 1.01 -1.74 6.23 0.089
H 3.77 -2.74 5.33 0.161
H 4.15 -0.61 6.42 0.149
H 2.59 0.05 5.87 0.111
C -5.49 -0.87 -2.38 -0.021
C -4.34 -0.40 -3.23 -0.317
C -3.86 0.99 -2.90 -0.106
O -3.29 1.41 -4.13 0.065
C -3.95 0.74 -5.12 -0.539
O -3.86 0.98 -6.29 0.141
O -4.73 -0.25 -4.59 0.086
H -5.97 -1.75 -2.83 0.095
H -5.15 -1.14 -1.38 0.087
H -6.26 -0.11 -2.29 0.067
H -3.52 -1.12 -3.20 0.166
H -3.12 1.00 -2.10 0.142
H -4.67 1.68 -2.64 0.133
C -9.11 -0.33 2.18 -0.017
C -8.38 0.62 1.26 -0.343
C -8.73 0.46 -0.19 -0.099
O -7.56 0.94 -0.84 0.046
C -6.53 0.71 0.02 -0.533
O -5.37 0.82 -0.27 0.143
O -6.98 0.34 1.25 0.083
H -8.63 -0.36 3.16 0.091
H -10.15 -0.02 2.31 0.089
H -9.11 -1.35 1.79 0.091
H -8.51 1.65 1.59 0.161
H -9.61 1.05 -0.48 0.143
H -8.89 -0.58 -0.49 0.145
C -4.14 -1.74 2.63 -0.004
C -4.00 -2.06 4.10 -0.340
C -3.18 -3.29 4.38 -0.101
O -3.70 -3.71 5.64 0.059
C -4.99 -3.28 5.69 -0.543
O -5.78 -3.61 6.53 0.143
O -5.26 -2.41 4.67 0.080
H -4.95 -1.02 2.47 0.074
H -3.22 -1.32 2.23 0.082
H -4.40 -2.63 2.05 0.096
H -3.62 -1.19 4.64 0.161
H -2.12 -3.08 4.44 0.141
H -3.35 -4.10 3.65 0.145
C 2.49 -0.90 -6.80 -0.012
C 3.63 -0.24 -6.05 -0.338
C 4.94 -0.97 -6.16 -0.103
O 5.60 -0.57 -4.97 0.054
C 4.63 -0.29 -4.06 -0.532
O 4.82 -0.11 -2.89 0.126
O 3.40 -0.27 -4.65 0.088
H 1.53 -0.49 -6.47 0.094
H 2.59 -0.73 -7.88 0.086
H 2.46 -1.97 -6.61 0.093
H 3.73 0.81 -6.36 0.152
H 5.51 -0.67 -7.04 0.139
H 4.83 -2.06 -6.15 0.142
C 0.49 4.31 3.00 -0.015
C 1.57 3.72 3.87 -0.336
C 1.93 2.30 3.54 -0.083
O 2.43 1.82 4.78 0.016
C 1.80 2.54 5.75 -0.527
O 1.84 2.27 6.92 0.149
O 1.12 3.59 5.22 0.091
H 0.07 5.21 3.45 0.086
H 0.88 4.55 2.00 0.094
H -0.35 3.61 2.87 0.092
H 2.45 4.38 3.87 0.160
H 2.70 2.24 2.76 0.151
H 1.08 1.69 3.25 0.142
C 7.33 4.64 -2.52 -0.023
C 6.68 3.61 -3.42 -0.341
C 7.62 3.00 -4.42 -0.105
O 6.74 2.61 -5.46 0.058
C 5.68 3.47 -5.41 -0.535
O 4.83 3.55 -6.25 0.151
O 5.71 4.21 -4.27 0.088
H 6.56 5.24 -2.01 0.088
H 7.95 4.16 -1.76 0.090
H 7.95 5.34 -3.08 0.085
H 6.18 2.85 -2.82 0.163
H 8.16 2.14 -4.02 0.145
H 8.35 3.71 -4.83 0.138
```

Highest occupied orbital energy = -4.61 eV
LUMO = 1.8 eV
E = -91328.745 eV
Charge = -1
2S+1 = 1

***

No. 3
The following is a DFT calculation (wB97M-V/def2-TZVPD) of C36H48Cl2N2PRhSe as an isolated structure.

Geometry as XYZ:
```
91
Properties=species:S:1:pos:R:3:lowdin_spin:R:1
Rh -0.10 0.63 0.92 2.109
C -5.06 -1.51 1.72 0.000
C -3.97 -2.58 1.70 0.002
C -4.53 -3.92 1.19 0.001
C -2.75 -2.20 0.88 0.015
C -2.78 -1.18 -0.05 0.011
C -1.65 -0.84 -0.80 0.025
C -1.86 0.05 -2.03 0.002
C -2.30 -0.80 -3.23 0.002
C -2.90 1.15 -1.85 0.004
C -0.43 -1.52 -0.57 0.026
C -0.41 -2.59 0.36 0.019
C -1.56 -2.90 1.05 0.011
C 0.83 -3.41 0.64 0.001
C 1.16 -3.41 2.14 0.000
C 0.69 -4.85 0.12 0.001
C 0.69 -1.45 -1.60 0.003
C 0.67 -2.50 -2.53 0.001
C 1.60 -2.60 -3.55 0.000
C 2.60 -1.64 -3.66 0.001
C 2.65 -0.62 -2.73 0.002
C 1.73 -0.50 -1.68 0.010
P 1.88 0.85 -0.44 0.072
C 3.49 0.47 0.47 0.016
C 4.63 -0.06 -0.40 0.005
C 3.15 -0.61 1.50 0.012
C 3.97 1.72 1.22 0.001
C 2.03 2.46 -1.40 0.008
C 3.35 2.75 -2.12 0.003
C 1.76 3.62 -0.42 0.003
C 0.88 2.46 -2.42 -0.001
H -5.82 -1.78 2.46 0.000
H -5.55 -1.42 0.75 0.000
H -4.65 -0.54 2.01 0.000
H -3.63 -2.73 2.73 0.000
H -4.91 -3.80 0.17 0.000
H -5.36 -4.25 1.82 0.000
H -3.77 -4.70 1.19 0.000
H -3.70 -0.64 -0.22 0.000
H -0.90 0.51 -2.28 0.000
H -3.18 -1.40 -2.97 0.000
H -1.52 -1.48 -3.58 0.000
H -2.57 -0.15 -4.07 0.000
H -3.91 0.75 -1.92 0.000
H -2.79 1.89 -2.64 0.000
H -2.79 1.67 -0.90 0.003
H -1.53 -3.69 1.80 0.000
H 1.66 -2.96 0.10 0.000
H 0.47 -4.06 2.69 0.000
H 1.08 -2.41 2.57 0.000
H 2.17 -3.79 2.31 0.000
H -0.17 -5.34 0.60 0.000
H 1.59 -5.43 0.36 0.000
H 0.53 -4.88 -0.96 0.000
H -0.12 -3.24 -2.45 0.000
H 1.54 -3.42 -4.26 0.000
H 3.34 -1.70 -4.45 0.000
H 3.46 0.10 -2.81 0.000
H 4.38 -1.01 -0.87 0.000
H 5.50 -0.23 0.25 0.001
H 4.95 0.64 -1.18 0.000
H 2.93 -1.57 1.02 0.000
H 2.30 -0.35 2.13 0.006
H 4.02 -0.77 2.16 0.001
H 4.39 2.48 0.55 0.000
H 4.76 1.43 1.92 0.000
H 3.17 2.18 1.81 0.001
H 4.21 2.71 -1.46 0.000
H 3.29 3.77 -2.52 0.001
H 3.52 2.09 -2.97 0.000
H 2.59 3.79 0.27 0.000
H 0.85 3.46 0.16 0.001
H 1.62 4.54 -1.00 0.000
H 1.00 1.69 -3.19 0.000
H 0.86 3.44 -2.93 0.000
H -0.09 2.33 -1.93 -0.001
Cl 0.67 2.30 3.01 0.098
C -0.47 3.56 2.63 0.125
C -0.59 4.64 3.46 -0.015
C -1.46 5.68 3.11 0.134
C -2.17 5.62 1.91 -0.017
C -2.03 4.53 1.07 0.123
Cl -2.90 4.48 -0.41 0.033
C -1.20 3.42 1.41 0.088
N -1.05 2.35 0.63 0.921
H -0.01 4.69 4.38 -0.002
H -1.57 6.53 3.76 0.008
H -2.83 6.42 1.62 -0.003
Se -2.78 0.16 4.67 0.036
C -1.55 -0.20 3.45 0.031
N -0.73 -0.44 2.64 0.057
```

Highest occupied orbital energy (spin up / spin down) = -7.11 / -7.30 eV
LUMO (spin up / spin down) = 0.5 / -1.4 eV
E = -143778.735 eV
2S+1 = 5